Entry 1:
Computed, not measured: a molecular structure, C28H49MnO2S3SbSi3 at a distorted geometry, with ωB97M-V/def2-TZVPD.

Structure (XYZ):
```
87
C28H49MnO2S3SbSi3 | the OMol25 dataset | ωB97M-V/def2-TZVPD
Mn 1.10546 -0.03023 -0.47395
C 2.69100 -0.45099 4.01183
C 2.55370 -0.33970 2.51009
S 0.92201 -0.06014 1.92013
C 3.58247 -0.43068 1.65834
C 5.00297 -0.67515 2.08793
S 3.37138 -0.25423 -0.07276
H 1.71214 -0.35008 4.47794
H 3.34068 0.33279 4.40837
H 3.10664 -1.42070 4.29640
H 5.09201 -0.77872 3.16894
H 5.64259 0.14726 1.75931
H 5.37762 -1.58571 1.61325
O -0.26155 -1.77631 -0.53518
S -0.70613 -2.46368 0.73285
C -1.73107 -3.81211 0.09000
C -2.80038 -4.22310 0.86990
C -3.59869 -5.27055 0.43377
C -3.32515 -5.88816 -0.77809
C -2.25446 -5.46392 -1.55520
C -1.45405 -4.41845 -1.12380
C 0.64854 -3.53178 1.25031
C 1.72942 -3.70552 0.40704
C 2.79464 -4.48875 0.82493
C 2.77042 -5.08365 2.07817
C 1.68098 -4.89497 2.91800
C 0.61485 -4.11136 2.50774
H -3.00049 -3.72023 1.80985
H -4.43180 -5.60446 1.03863
H -3.95429 -6.69874 -1.12285
H -2.03690 -5.95516 -2.49501
H -0.62275 -4.05741 -1.71637
H 1.75359 -3.19597 -0.54639
H 3.65159 -4.61988 0.17704
H 3.60914 -5.68089 2.41266
H 1.66979 -5.34418 3.90299
H -0.22199 -3.92228 3.17103
C 2.10329 -0.66532 -4.35212
C 2.22588 0.30839 -3.22422
C 3.47866 1.10189 -3.08494
O 1.30350 0.45232 -2.43684
H 3.01207 -0.68871 -4.94884
H 1.26173 -0.38584 -4.98939
H 1.88806 -1.65852 -3.95719
H 3.61875 1.74025 -3.96156
H 4.33672 0.42982 -3.02319
H 3.43557 1.70484 -2.18050
C -1.84137 1.56303 -3.69448
Si -1.25529 2.96148 -2.56112
C 0.32266 3.73698 -3.25991
C -2.56806 4.31390 -2.46623
Sb -0.72272 1.79352 -0.33751
Si -3.04747 1.26701 0.65798
C -3.67393 -0.28059 -0.23963
C -4.31812 2.65085 0.41789
C -2.85668 0.87953 2.49912
Si 0.14010 3.71221 1.18354
C -0.12460 3.33643 3.01305
C 1.98538 3.69062 0.76963
C -0.69019 5.35850 0.74976
H -1.72157 1.80520 -4.75333
H -2.89402 1.33265 -3.51710
H -1.26034 0.66239 -3.48238
H 0.17230 4.08158 -4.28586
H 1.13660 3.01010 -3.25953
H 0.63640 4.59358 -2.65968
H -2.74388 4.73254 -3.46097
H -2.25357 5.12851 -1.81107
H -3.51755 3.93172 -2.08947
H -3.80702 -0.08261 -1.30569
H -4.62695 -0.63317 0.16215
H -2.94746 -1.08667 -0.14482
H -4.66213 2.69024 -0.61721
H -3.90258 3.62716 0.67499
H -5.18930 2.47550 1.05362
H -1.89439 0.39565 2.68044
H -3.64816 0.21065 2.84537
H -2.89621 1.78910 3.10086
H 0.10739 2.28892 3.19996
H -1.15638 3.52429 3.31692
H 0.53199 3.94815 3.63678
H 2.32063 2.64877 0.77881
H 2.59538 4.24825 1.48334
H 2.16990 4.09354 -0.23001
H -1.77727 5.25644 0.76544
H -0.39637 5.70222 -0.24419
H -0.41328 6.13044 1.47147
```

As for the HOMO energy (spin up / spin down): -0.22574 / -0.22874 hartree. Its expectation value of S² is 0.78. Its multiplicity is 2. The total energy comes out at -4701.136033 hartree. As for the HOMO-LUMO gap (spin up / spin down): 6.60 / 6.69 eV.

***

Entry 2:
Computed, not measured: 8 unconnected molecules or ions with the total composition C24H34Br12N2O4 at a distorted geometry, with ωB97M-V/def2-TZVPD.

Structure (XYZ):
```
76
C24H34Br12N2O4 | the OMol25 dataset | ωB97M-V/def2-TZVPD
O 4.37642 0.06595 -4.75057
N 3.45308 -0.19113 -4.01177
O 3.49303 -0.15147 -2.81027
C 2.18104 -0.57291 -4.63131
C 1.02942 -0.37431 -3.90868
C -0.18116 -0.78614 -4.45532
C -0.20427 -1.40744 -5.68175
C 0.97711 -1.71273 -6.31988
C 2.19033 -1.19430 -5.87078
H 1.11418 0.13964 -2.96457
H -1.07392 -0.52227 -3.89636
H -1.13978 -1.70343 -6.13064
H 0.89354 -2.26872 -7.24785
H 3.11598 -1.35894 -6.40224
O 0.70561 3.12620 -0.40863
N 1.78639 3.43289 -0.88831
O 2.79523 3.66337 -0.24366
C 1.87854 3.56736 -2.32756
C 2.76192 4.49021 -2.81630
C 2.78735 4.79958 -4.14560
C 1.86505 4.23033 -4.97863
C 0.97737 3.26598 -4.48889
C 0.95880 2.98697 -3.14505
H 3.50720 4.95129 -2.17812
H 3.48048 5.55442 -4.48268
H 1.81563 4.50770 -6.02676
H 0.21176 2.89529 -5.15762
H 0.22430 2.25941 -2.81154
Br -1.46211 -7.68448 0.09119
C -1.78930 -5.84572 -0.41308
C -1.83323 -5.69078 -1.93056
Br -3.50565 -6.36396 -2.64668
H -1.01017 -5.20661 -0.00596
H -2.72166 -5.58116 0.07395
H -1.08011 -6.33657 -2.37230
H -1.69687 -4.67622 -2.27881
Br -2.29043 -6.99496 3.75851
C -0.86961 -6.15227 4.74795
C -0.95935 -4.66651 4.78115
Br -0.44072 -3.76478 3.14250
H 0.08535 -6.53428 4.40288
H -0.97617 -6.50407 5.77464
H -0.35619 -4.20281 5.55334
H -1.99322 -4.38978 4.97533
Br -3.43523 5.54723 -0.16021
C -3.66552 3.91044 -1.18661
C -2.30785 3.38589 -1.61271
Br -2.62459 2.10604 -3.07934
H -4.29243 4.14957 -2.03243
H -4.14479 3.17046 -0.55784
H -1.92757 2.71013 -0.85811
H -1.53660 4.09534 -1.86935
Br -1.87703 2.77517 1.88981
C -1.96804 3.45515 3.70461
C -3.18289 2.88902 4.39198
Br -2.88246 0.99445 4.69866
H -1.96683 4.53513 3.61558
H -1.06653 3.10760 4.19797
H -4.03147 2.97762 3.72231
H -3.38256 3.35002 5.35013
Br 4.71162 -0.70579 7.19682
C 3.03261 -0.38735 6.24689
C 1.79856 -0.69937 6.97598
Br 1.65350 0.01959 8.77408
H 3.10673 -0.92490 5.30966
H 3.12930 0.66992 6.03674
H 1.53947 -1.73136 7.18159
H 0.98287 -0.34189 6.33546
Br -0.66902 -0.04600 -0.81431
C -0.30759 -0.45991 1.06036
C 0.67333 0.46833 1.65950
Br 0.73804 0.03960 3.61822
H -0.03456 -1.50415 1.12915
H -1.27725 -0.40591 1.55212
H 0.43923 1.51161 1.66514
H 1.69432 0.24051 1.38542
```

As for the HOMO energy: -0.36538 hartree. Its multiplicity is 1. As for the energy relative to the best compared isomer or geometry (same formula, charge and spin): 113.1 kJ/mol. The total energy comes out at -32233.362399 hartree. As for the HOMO-LUMO gap: 9.35 eV. Its SMILES is O=[N+]([O-])c1ccccc1.O=[N+]([O-])c1ccccc1.BrCCBr.BrCCBr.BrCCBr.BrCCBr.BrCCBr.BrCCBr.

***

> Which value of multiplicity does entry 1 give?

2

***

> Among the records above, which one has the lowest total energy?

C24H34Br12N2O4